(1)
{
  "formula": "C9H24IInO4P2S",
  "method": "ωB97M-V/def2-TZVPD",
  "homo_energy_ev": -15.465,
  "total_energy_ev": -60584.476,
  "max_force_ev_per_a": 4.11,
  "orbital_gap_ev": 7.9217,
  "total_charge": 2,
  "multiplicity": 1,
  "species": ["C", "I", "H", "H", "H", "In", "P", "C", "C", "H", "H", "H", "H", "H", "H", "C", "H", "H", "H", "P", "C", "C", "H", "H", "H", "C", "H", "H", "H", "H", "H", "H", "C", "O", "C", "S", "O", "O", "O", "H", "H", "H"],
  "positions_angstrom": [[-0.15871, 0.25011, -4.32850], [0.29433, 1.02399, -2.23629], [-1.18200, -0.12523, -4.39299], [0.60542, -0.50240, -4.54512], [-0.01091, 1.19192, -4.88188], [0.30675, -0.08087, 0.10829], [0.58384, -2.55398, -0.55287], [2.30909, -2.81012, -1.00724], [0.25545, -3.59064, 0.90846], [0.44733, -4.64137, 0.67595], [-0.34493, -4.28050, -1.98441], [-0.78568, -3.47856, 1.22356], [-1.54765, -2.99879, -1.62462], [2.95990, -2.40328, -0.22878], [0.89866, -3.28710, 1.73775], [-0.49201, -3.19219, -1.88018], [2.51332, -3.87856, -1.11662], [-0.26476, -2.69779, -2.83796], [2.52390, -2.29836, -1.94827], [-0.55491, 2.73252, 0.26228], [0.89821, 3.80256, -0.07311], [-1.84175, 3.34570, -0.90498], [-2.06596, 2.77729, 2.12319], [-1.36991, 4.39059, 1.81296], [-0.42110, 3.11934, 2.62512], [-1.16370, 3.32253, 1.85853], [-2.74855, 2.73120, -0.77016], [-2.08995, 4.39974, -0.68914], [0.62838, 4.85868, 0.07142], [1.27848, 3.65184, -1.09149], [-1.51768, 3.24720, -1.95419], [1.69140, 3.53464, 0.63882], [2.82382, 0.66087, 0.02993], [3.87635, 1.09544, -0.05354], [-0.81408, -1.69936, 3.64091], [-0.82935, -0.17168, 2.71005], [-1.48718, -0.44477, 1.35997], [-1.45811, 0.86960, 3.49077], [0.63510, 0.05411, 2.34322], [-1.13305, -1.49266, 4.66707], [0.23927, -1.99737, 3.63026], [-1.48707, -2.43429, 3.18384]],
  "forces_ev_per_angstrom": [[0.611, 0.360, 0.209], [-0.465, 0.398, -4.069], [0.236, 0.175, 0.395], [-0.252, 0.308, 0.041], [-0.066, -0.578, 0.195], [-0.882, -0.254, 2.661], [-0.140, -0.372, 0.587], [0.069, -0.084, -0.115], [-0.019, 0.108, -0.070], [0.001, 0.087, -0.033], [0.029, 0.416, 0.056], [0.116, -0.004, -0.154], [0.408, -0.092, -0.064], [-0.051, -0.096, -0.038], [0.013, -0.028, -0.131], [-0.137, 0.255, -0.074], [0.028, 0.100, -0.055], [-0.048, -0.213, 0.330], [0.038, -0.078, 0.028], [0.237, 0.684, 0.019], [0.030, -0.126, 0.118], [-0.163, -0.439, -0.182], [-0.053, 0.059, 0.040], [0.040, 0.055, -0.123], [0.016, 0.036, 0.109], [0.067, -0.312, 0.097], [0.267, 0.296, -0.058], [0.217, -0.451, 0.010], [0.107, -0.297, -0.071], [-0.108, 0.153, 0.248], [-0.181, 0.204, 0.520], [-0.148, 0.186, -0.142], [3.060, 1.211, -0.017], [-2.988, -1.239, 0.230], [0.054, 0.127, 0.053], [-0.643, 0.475, 0.761], [0.512, 0.011, 0.440], [0.830, -1.172, -1.001], [-0.577, 0.011, -0.674], [0.057, 0.082, -0.269], [-0.377, -0.237, 0.096], [0.259, 0.273, 0.096]],
  "nbo_charge": [-0.603, 0.225, 0.250, 0.239, 0.255, 1.029, 0.973, -0.960, -0.946, 0.276, 0.284, 0.269, 0.277, 0.264, 0.263, -0.943, 0.282, 0.256, 0.262, 0.961, -0.957, -0.947, 0.279, 0.261, 0.270, -0.949, 0.262, 0.272, 0.270, 0.241, 0.241, 0.250, 0.573, -0.362, -0.875, 2.339, -1.011, -0.878, -1.005, 0.293, 0.256, 0.262]
}

(2)
{
  "formula": "C24H64AsCaF6O24S8",
  "method": "ωB97M-V/def2-TZVPD",
  "homo_energy_ev": -12.813,
  "total_energy_ev": -257328.073,
  "max_force_ev_per_a": 3.90,
  "orbital_gap_ev": 11.1860,
  "relative_energy_kcal_mol": 103.20,
  "total_charge": 1,
  "multiplicity": 1,
  "species": ["Ca", "As", "F", "F", "F", "F", "F", "F", "O", "S", "O", "O", "C", "C", "C", "H", "H", "H", "H", "H", "H", "H", "H", "O", "S", "O", "O", "C", "C", "C", "H", "H", "H", "H", "H", "H", "H", "H", "O", "S", "O", "O", "C", "C", "C", "H", "H", "H", "H", "H", "H", "H", "H", "O", "S", "O", "O", "C", "C", "C", "H", "H", "H", "H", "H", "H", "H", "H", "O", "S", "O", "O", "C", "C", "C", "H", "H", "H", "H", "H", "H", "H", "H", "O", "S", "O", "O", "C", "C", "C", "H", "H", "H", "H", "H", "H", "H", "H", "O", "S", "O", "O", "C", "C", "C", "H", "H", "H", "H", "H", "H", "H", "H", "O", "S", "O", "O", "C", "C", "C", "H", "H", "H", "H", "H", "H", "H", "H"],
  "positions_angstrom": [[-5.77815, 43.39276, 6.43145], [-8.23952, 45.97650, 4.29031], [-6.90383, 45.08885, 5.13192], [-7.76191, 45.27074, 2.68768], [-9.58497, 46.84381, 3.49379], [-8.57377, 46.79397, 5.87491], [-7.08799, 47.26437, 3.92430], [-9.35534, 44.64831, 4.64713], [-5.20554, 43.26048, 2.06797], [-4.37724, 44.05010, 3.00699], [-4.53373, 43.77732, 4.44503], [-2.76848, 43.76839, 2.67040], [-2.42594, 43.57742, 1.27643], [-0.87814, 43.59081, 1.13327], [-4.32773, 45.84774, 2.48204], [-2.90747, 44.32724, 0.64875], [-2.70057, 42.54462, 1.06190], [-0.45788, 44.53806, 1.47123], [-0.64556, 43.42800, 0.08090], [-0.50743, 42.76446, 1.73975], [-4.49979, 45.82061, 1.40606], [-3.35441, 46.30185, 2.66788], [-5.09819, 46.32964, 3.08393], [-7.05226, 42.25053, 4.88786], [-8.01685, 41.35111, 4.23788], [-7.76431, 39.93115, 4.23309], [-9.52572, 41.64538, 4.87448], [-10.63416, 40.76843, 4.62077], [-11.88323, 41.58731, 4.26383], [-8.25757, 41.92569, 2.54304], [-10.89152, 40.20997, 5.52076], [-10.45360, 39.98577, 3.88393], [-11.90193, 42.07626, 3.28982], [-12.10549, 42.29522, 5.06231], [-12.74044, 40.91586, 4.21461], [-8.57014, 42.96186, 2.67246], [-8.96979, 41.28051, 2.02865], [-7.28128, 41.78256, 2.07991], [-4.97497, 45.40998, 7.08180], [-5.15215, 46.44973, 8.08619], [-6.18739, 46.28855, 9.06851], [-3.70149, 46.71286, 8.87915], [-3.87796, 47.27481, 10.17147], [-2.47178, 47.68696, 10.66282], [-5.42971, 48.16605, 7.26293], [-4.26675, 46.48893, 10.81904], [-4.62034, 48.07289, 10.17818], [-2.67105, 48.28826, 11.54986], [-1.98044, 48.25325, 9.87161], [-1.94454, 46.77605, 10.94629], [-6.47207, 48.31240, 6.97977], [-4.84912, 47.98677, 6.35801], [-5.04545, 49.00821, 7.83843], [-4.15257, 43.81977, 11.04941], [-5.16608, 42.99757, 10.35815], [-5.38909, 43.29004, 8.93386], [-4.70349, 41.39217, 10.52032], [-4.19803, 41.03176, 11.80261], [-3.69198, 39.61875, 11.76313], [-6.74628, 43.04785, 11.29226], [-5.02097, 41.08058, 12.51570], [-3.46528, 41.75666, 12.15716], [-2.97321, 39.59193, 10.94414], [-4.53068, 38.95755, 11.54519], [-3.21736, 39.38169, 12.71531], [-6.51872, 42.89784, 12.34763], [-7.33845, 42.23091, 10.87990], [-7.20048, 44.01195, 11.06355], [-8.22739, 39.49466, 7.26740], [-6.98208, 40.07618, 7.81773], [-6.55554, 41.41701, 7.39262], [-7.19879, 40.09556, 9.49626], [-7.33021, 38.90826, 10.18305], [-7.86012, 39.03844, 11.61684], [-5.55172, 38.83908, 7.61603], [-6.35033, 38.43120, 10.16500], [-8.00782, 38.25995, 9.62750], [-8.94196, 39.16929, 11.64133], [-7.34901, 39.83432, 12.15855], [-7.67006, 38.06477, 12.06845], [-4.78189, 39.06141, 8.35497], [-5.16871, 39.10431, 6.63060], [-5.83249, 37.78664, 7.65629], [-4.59564, 41.05245, 5.29562], [-4.09022, 40.09937, 4.29166], [-4.15276, 38.65409, 4.51414], [-4.77784, 40.45176, 2.75899], [-4.35550, 39.70768, 1.65923], [-5.43543, 39.62814, 0.55329], [-2.41971, 40.65696, 3.89709], [-4.02273, 38.69312, 1.87841], [-3.49539, 40.14461, 1.15187], [-6.28685, 39.10084, 0.98357], [-5.02800, 38.84544, -0.08662], [-5.70594, 40.55833, 0.05362], [-1.92255, 40.72037, 4.86502], [-2.43108, 41.63305, 3.41207], [-1.97837, 39.88979, 3.26088], [-3.48464, 42.99403, 6.83737], [-2.26291, 42.47505, 7.51020], [-2.23683, 41.06068, 7.95278], [-1.04197, 42.76959, 6.43622], [0.22388, 42.11621, 6.63175], [1.07536, 42.46532, 5.35703], [-1.76215, 43.65893, 8.79075], [0.09200, 41.03422, 6.62811], [0.77292, 42.32704, 7.54947], [0.61804, 42.21133, 4.40077], [2.03228, 41.95592, 5.47065], [1.33221, 43.52462, 5.36065], [-0.68299, 43.81214, 8.79547], [-2.09802, 43.26597, 9.75037], [-2.25169, 44.57814, 8.46902], [-8.87947, 44.69015, 9.55944], [-9.00764, 43.90451, 8.36955], [-7.93225, 43.85271, 7.34851], [-9.39434, 42.34461, 8.77714], [-10.26434, 42.09268, 9.89980], [-11.02783, 40.80527, 9.51964], [-10.58634, 44.23911, 7.46138], [-10.89741, 42.96442, 10.06532], [-9.63688, 41.84022, 10.75459], [-10.29546, 40.00721, 9.39780], [-11.54004, 40.91338, 8.56359], [-11.78293, 40.62599, 10.28501], [-10.69245, 43.50617, 6.66160], [-10.41672, 45.26019, 7.11977], [-11.45627, 44.27280, 8.11727]],
  "forces_ev_per_angstrom": [[-0.304, -0.454, -0.233], [-0.881, 0.956, -0.644], [-0.762, 0.503, -0.800], [-0.456, 0.204, 1.916], [1.510, -0.802, 0.959], [0.197, -1.039, -1.536], [-0.488, -0.608, 0.369], [1.104, 0.838, -0.227], [1.761, 1.944, 1.910], [0.059, -1.147, -1.330], [0.821, 1.141, -2.744], [-1.249, 0.104, 0.840], [1.183, -0.690, 0.178], [-1.328, 0.289, 0.428], [-0.455, -1.103, 0.867], [-0.083, -0.240, -0.036], [-0.612, 0.271, -0.571], [0.081, -0.092, -0.036], [0.111, -0.023, 0.086], [0.299, 0.109, -0.091], [-0.436, 0.049, 0.238], [0.001, -0.459, 0.325], [-0.218, 0.152, -0.455], [-2.360, -1.335, -1.214], [-0.790, 0.183, -0.216], [-0.043, 0.936, 0.253], [2.109, 0.078, -0.242], [-1.177, -0.244, -0.231], [-0.006, -0.309, 0.019], [0.397, -0.368, 1.092], [0.478, 0.154, 0.326], [0.500, 0.294, -0.279], [0.545, 0.219, 0.128], [0.092, 0.185, -0.163], [0.030, -0.273, 0.195], [0.120, -0.004, -0.475], [-0.189, 0.128, 0.315], [0.039, 0.422, 0.018], [0.793, 1.924, 1.069], [-0.576, 2.224, 0.602], [0.591, -0.323, -0.265], [-1.754, -0.995, -2.436], [0.675, -0.208, 1.350], [-1.650, -0.210, -0.232], [0.816, -2.003, -0.391], [-0.065, 0.056, 0.071], [0.232, 0.266, -0.235], [0.494, 0.127, 0.007], [0.227, 0.005, 0.302], [0.272, 0.236, -0.133], [-0.049, -0.486, 0.308], [0.029, 0.520, -0.100], [0.087, -0.481, 0.259], [-1.716, -1.416, -1.076], [1.000, 0.546, 0.155], [0.379, -1.060, 2.787], [-0.645, 2.232, -1.311], [-0.414, 0.311, 1.369], [0.078, 0.509, -0.673], [1.040, -0.269, -0.931], [-0.210, 0.082, 0.162], [0.226, -0.083, -0.296], [0.182, -0.468, 0.099], [0.203, -0.216, 0.110], [-0.060, -0.154, -0.133], [0.025, 0.132, -0.146], [-0.024, 0.041, 0.005], [0.098, -0.012, 0.094], [2.745, 1.374, 1.089], [-1.348, -1.611, 0.039], [-0.802, -3.119, 1.672], [0.393, 3.064, -2.377], [-0.210, -2.029, 0.165], [0.221, -0.031, -0.837], [-0.598, 1.434, -0.126], [0.113, -0.267, 0.366], [-0.118, -0.246, -0.018], [0.063, 0.314, -0.057], [-0.044, -0.099, 0.135], [0.122, 0.134, 0.275], [-0.179, 0.252, 0.084], [-0.116, -0.159, 0.077], [-0.552, 0.348, 0.034], [0.375, -2.305, -2.202], [-0.283, 0.898, -1.083], [0.069, 2.282, -0.206], [0.038, 0.183, 3.439], [0.197, -0.493, -2.193], [0.328, -1.299, 1.398], [-0.345, -0.759, 0.426], [-0.378, -0.116, 0.552], [0.389, 0.574, 0.381], [-0.446, 0.486, 0.028], [0.022, 0.469, -0.750], [0.196, -0.171, 0.110], [0.151, -0.065, -0.112], [-0.319, -0.097, 0.166], [0.105, 0.079, 0.089], [3.294, -1.185, 1.619], [-0.639, -0.683, -0.984], [0.101, 3.025, -0.866], [-1.435, -0.303, 1.121], [0.848, -0.870, -2.170], [0.081, 0.286, 1.522], [-0.382, -0.589, -0.416], [-0.346, -0.047, 0.099], [-0.353, 0.689, 0.107], [-0.191, -0.149, 0.295], [-0.040, -0.228, -0.178], [-0.231, 0.090, -0.093], [-0.066, -0.338, -0.171], [-0.174, 0.307, -0.098], [-0.116, -0.003, 0.379], [0.162, -0.174, -0.360], [-1.160, -1.735, -2.158], [-2.245, -0.007, 2.581], [1.596, 1.389, -0.687], [-0.136, -0.957, -0.706], [0.144, 1.053, 0.023], [1.301, 0.852, 0.625], [-0.036, -0.151, 0.266], [-0.074, 0.496, 0.226], [-0.217, -0.152, 0.232], [-0.005, 0.152, 0.006], [0.163, -0.392, 0.046], [0.306, 0.213, 0.066], [-0.136, -0.094, -0.525], [0.315, -0.316, 0.307]],
  "lowdin_charge": [1.437, 0.930, -0.343, -0.276, -0.265, -0.281, -0.270, -0.248, -0.285, 0.746, -0.396, -0.312, -0.253, -0.043, -0.049, 0.115, 0.103, 0.080, 0.085, 0.066, 0.072, 0.075, 0.041, -0.421, 0.685, -0.268, -0.266, -0.258, -0.056, -0.068, 0.116, 0.118, 0.080, 0.067, 0.080, 0.057, 0.080, 0.048, -0.420, 0.719, -0.274, -0.266, -0.296, -0.037, -0.031, 0.101, 0.116, 0.083, 0.082, 0.077, 0.065, 0.056, 0.066, -0.303, 0.731, -0.364, -0.260, -0.302, -0.040, -0.059, 0.107, 0.117, 0.086, 0.069, 0.094, 0.078, 0.044, 0.062, -0.283, 0.775, -0.416, -0.285, -0.327, -0.032, -0.035, 0.099, 0.121, 0.075, 0.070, 0.088, 0.066, 0.019, 0.083, -0.334, 0.740, -0.274, -0.265, -0.324, -0.044, -0.077, 0.119, 0.104, 0.080, 0.080, 0.082, 0.059, 0.055, 0.079, -0.418, 0.733, -0.288, -0.274, -0.252, -0.044, -0.067, 0.108, 0.117, 0.066, 0.079, 0.076, 0.074, 0.060, 0.064, -0.262, 0.710, -0.393, -0.300, -0.240, -0.039, -0.063, 0.115, 0.103, 0.066, 0.078, 0.085, 0.053, 0.061, 0.073]
}

(3)
{
  "formula": "C3H12N2O2",
  "method": "ωB97M-V/def2-TZVPD",
  "homo_energy_ev": -8.365,
  "total_energy_ev": -10372.999,
  "max_force_ev_per_a": 8.33,
  "orbital_gap_ev": 4.8278,
  "relative_energy_kcal_mol": 197.18,
  "multiplicity": 1,
  "species": ["C", "C", "C", "N", "N", "H", "H", "H", "H", "H", "H", "H", "H", "H", "H", "O", "H", "H", "O"],
  "positions_angstrom": [[0.05583, -0.62739, 2.00303], [-0.14811, -0.83395, 0.49859], [0.90518, -0.41644, -0.24780], [1.15674, -0.84409, -1.57851], [-1.39734, -1.16536, -0.00865], [-0.76430, -1.17020, 2.48727], [1.00559, -1.23936, 2.43415], [0.37208, 0.41094, 2.14646], [1.62868, 0.19413, 0.18096], [0.17847, -0.51002, -1.98525], [1.93928, -0.48973, -2.02108], [-1.49065, -0.82539, -0.98539], [-1.68267, -2.07374, 0.19654], [0.86114, 2.64023, 1.95766], [-0.88664, 1.97507, -0.71978], [1.13107, 1.92855, 1.45309], [-0.76299, 2.50785, -0.16272], [-1.00573, 0.64832, -3.14110], [-1.09565, -0.10942, -2.50749]],
  "forces_ev_per_angstrom": [[1.381, -5.353, -0.815], [-4.683, -0.210, 3.208], [4.418, -0.444, -7.046], [-3.408, 0.668, 6.425], [3.988, 2.101, -0.218], [-0.174, 1.095, 0.328], [-1.721, 1.499, -1.291], [0.129, 1.956, -0.192], [1.190, 0.965, 1.200], [-2.384, -0.184, -2.519], [2.143, 1.096, -0.582], [-0.338, -0.175, -0.400], [-1.306, -1.429, 0.949], [-0.823, 2.533, 1.557], [0.008, 0.901, 0.728], [0.579, -3.561, -1.351], [-0.155, -0.899, -0.881], [-0.262, -1.076, 1.084], [1.419, 0.518, -0.185]],
  "nbo_charge": [-0.677, 0.348, 0.147, -0.627, -0.699, 0.232, 0.249, 0.360, 0.261, 0.439, 0.390, 0.467, 0.405, 0.427, -0.029, -1.045, 0.020, 0.469, -1.138]
}

(4)
{
  "formula": "C6H6O",
  "method": "ωB97M-V/def2-TZVPD",
  "homo_energy_ev": -8.801,
  "total_energy_ev": -8362.269,
  "max_force_ev_per_a": 0.40,
  "orbital_gap_ev": 9.3364,
  "relative_energy_kcal_mol": 97.71,
  "multiplicity": 1,
  "species": ["O", "C", "C", "C", "C", "C", "C", "H", "H", "H", "H", "H", "H"],
  "positions_angstrom": [[0.40859, -1.31659, 2.87097], [1.12756, -1.12769, 1.72574], [1.03324, -0.09912, 0.92267], [0.81043, 0.88619, 0.07970], [-0.19779, 0.76420, -0.95334], [-0.95461, 1.24941, -1.88800], [-1.13744, -0.21074, -1.59029], [-0.22911, -0.59324, 2.94779], [1.82253, -1.94311, 1.54917], [1.36649, 1.82182, 0.14320], [-1.28926, 2.08343, -2.48493], [-2.02060, -0.55375, -1.04176], [-0.74002, -0.96083, -2.28091]],
  "forces_ev_per_angstrom": [[-0.188, 0.181, 0.072], [0.208, 0.110, -0.326], [-0.072, -0.085, 0.052], [0.006, -0.083, 0.063], [-0.117, 0.110, -0.165], [0.199, 0.104, 0.136], [-0.122, -0.326, -0.012], [0.079, -0.134, 0.065], [-0.054, 0.142, -0.015], [-0.086, -0.138, 0.018], [0.072, -0.124, 0.092], [0.130, 0.104, -0.076], [-0.055, 0.138, 0.096]],
  "nbo_charge": [-0.667, 0.079, -0.029, -0.273, -0.006, -0.172, -0.425, 0.481, 0.203, 0.229, 0.224, 0.177, 0.180]
}